The following is a DFT calculation (wB97M-V/def2-TZVPD) of C18H52B3F12N5O5 as an isolated structure.

Structure (ORCA input):
```
! wB97M-V def2-TZVPD RIJCOSX def2/J DEFGRID3
* xyz 2 1
C 1.48541 -3.35722 1.53311
C 0.50126 -3.86850 0.43322
O -0.06645 -4.94683 0.56535
N 0.25127 -2.85825 -0.67542
H -0.48714 -2.24463 -0.36186
H 1.09705 -2.32163 -0.80508
C -0.12076 -3.59192 -1.98419
H 0.92209 -2.86581 2.32639
H 2.36146 -2.81390 1.17893
H 1.74160 -4.27818 2.05684
H -0.43600 -2.79468 -2.65734
H -0.92030 -4.28251 -1.71600
H 0.77423 -4.07021 -2.38209
C -4.57701 1.63776 -2.63240
C -3.46484 0.60166 -2.45786
O -2.75168 0.17948 -3.34447
N -3.34151 0.11030 -1.04316
H -4.16838 0.40166 -0.54166
H -3.37474 -0.89606 -1.12200
C -2.02661 0.50333 -0.29386
H -5.44376 1.23176 -3.15394
H -4.30218 2.44558 -3.31064
H -4.91156 2.11550 -1.71157
H -1.23482 0.07538 -0.90870
H -2.09787 -0.11805 0.59884
H -2.09816 1.57392 -0.10200
C -0.86638 0.63966 2.68010
C -1.51853 -0.80510 2.44303
C -0.80310 -1.91961 3.14973
O -1.20898 -3.23789 2.79548
C -0.51978 -4.15477 3.71761
N -3.01947 -0.87996 2.75849
H -3.44886 -0.37530 1.99623
H -3.35800 -1.83071 2.79847
H -3.27038 -0.49212 3.65666
H 0.22067 0.63568 2.60004
H -1.01106 0.98289 3.70449
H -1.15711 1.37359 1.92849
H -1.37323 -1.05331 1.39166
H -1.03841 -1.81793 4.20916
H 0.25765 -1.73333 2.98178
H 0.56336 -4.08673 3.81895
H -0.79705 -5.19601 3.55319
H -0.88610 -3.90311 4.71289
C 0.33483 2.64602 2.78137
C 0.34134 3.66759 1.61645
C 0.58659 3.05823 0.20488
O 0.29552 4.07870 -0.82144
C 0.07837 3.51463 -2.07360
N -0.95513 4.49902 1.53273
H -0.77878 5.17325 0.80169
H -1.71523 3.92391 1.19867
H -1.17949 5.10345 2.31019
H -0.47398 1.91822 2.71613
H 0.18907 3.13039 3.74688
H 1.27056 2.08859 2.82332
H 1.03647 4.46225 1.88738
H 0.01988 2.12714 0.20892
H 1.60792 2.68796 0.11613
H -0.14799 4.37252 -2.70676
H -0.76774 2.85154 -1.89334
H 0.95448 2.94120 -2.37645
C 1.90639 0.07945 -2.89599
C 2.52446 1.42086 -2.60584
C 2.66437 1.59631 -1.07804
O 3.22375 2.93799 -0.69987
C 3.75629 2.80698 0.68497
N 3.92084 1.54498 -3.30253
H 4.29958 2.44889 -3.05840
H 4.67755 0.95562 -2.98604
H 3.95598 1.39802 -4.30116
H 2.37626 -0.79461 -2.44506
H 1.81904 -0.10801 -3.96618
H 0.86690 0.20605 -2.59343
H 1.88862 2.14362 -3.11714
H 3.34585 0.81032 -0.75261
H 1.79137 1.24093 -0.53061
H 4.10478 3.79310 0.99194
H 4.58325 2.09701 0.69872
H 3.10883 2.65135 1.54790
B -2.37148 -2.25126 -0.89573
F -1.88179 -1.76294 -2.10050
F -2.42648 -3.66017 -1.04355
F -1.53771 -1.77323 0.08916
F -3.64546 -1.83336 -0.66321
B 0.68021 -0.39443 0.27881
F -0.34541 -0.32639 -0.64106
F 0.40121 -1.39338 1.17096
F 1.84221 -0.72917 -0.35989
F 0.76520 0.77863 0.96187
B 2.58822 -2.78852 -2.19097
F 3.71113 -2.31990 -2.77692
F 2.68022 -2.51809 -0.83971
F 1.54020 -2.06076 -2.66044
F 2.41304 -4.15444 -2.37750
*
```

orbital gap: 8.256 eV
E_HOMO: -14.17 eV
energy relative to the best compared isomer or geometry (same formula, charge and spin): 535.4 kcal per mole

The following is a DFT calculation (wB97M-V/def2-TZVPD) of one molecule with the formula C2H4N2O2.

Structure (ORCA input):
```
! wB97M-V def2-TZVPD RIJCOSX def2/J DEFGRID3
* xyz 0 1
N 1.76454 -0.14924 -0.14233
C 0.41988 0.01936 -0.03855
O -0.18759 -0.67366 0.91306
N -0.38269 0.72934 -0.75325
C -1.61071 -0.39527 0.45873
O -2.41999 -1.22570 0.35591
H 2.21121 -0.57714 0.65856
H 2.29195 0.58768 -0.58978
H -0.05684 1.12608 -1.62798
H -2.02976 0.55857 0.76562
*
```

SMILES: [H]/N=C(\N)OC=O
orbital gap: 10.495 eV
E_HOMO: -9.85 eV
energy relative to the best compared isomer or geometry (same formula, charge and spin): 54.0 kcal per mole